# 1
A molecular structure, C2H9N5 in a non-equilibrium geometry. Source: OMol25; level of theory: ωB97M-V/def2-TZVPD.

Atoms and positions in Å:
C 0.2147 -2.2156 -0.1949
N 0.1405 0.2232 0.3216
N 0.2033 1.4289 -0.2798
C 0.7595 -0.8396 -0.4369
N -1.0700 0.0900 0.9570
N 0.2022 2.4486 0.6709
N 1.6830 -0.6341 -1.2685
H -1.1339 1.3270 -0.7192
H -1.7312 0.5728 -0.0613
H -1.1599 -0.8459 1.3479
H 0.3936 3.3221 0.2010
H -0.6266 2.4551 1.2594
H 1.8689 0.3639 -1.3736
H 0.8142 -2.9186 -0.7659
H 0.2663 -2.4823 0.8629
H -0.8246 -2.2955 -0.5207

Output
spin multiplicity = 1
energy above the lowest of the compared OMol25 structures with the same formula, charge and spin = 5.664 eV
HOMO level = -0.326 Ha
DFT total energy = -9665.23148 eV



# 2
5 unconnected molecules or ions with the total composition C29H60N3O11PS in a non-equilibrium geometry. Source: OMol25; level of theory: ωB97M-V/def2-TZVPD.

Atoms and positions in Å:
C -1.4907 -0.8857 -2.3300
C -2.0186 0.6951 -2.4230
O -2.9206 0.9239 -3.4170
O -1.5360 1.7847 -1.5588
C -2.4039 2.0129 -0.3984
O -3.6950 1.5974 -0.5277
C -2.0257 2.7601 1.0064
C -0.6433 2.2677 1.7329
C 0.5460 2.7849 0.6601
N 1.4710 3.0555 -0.2300
C -0.4015 3.3616 2.9743
C -1.5670 3.4195 4.0977
C -1.0175 3.2769 5.6713
C -2.2498 2.7110 6.5919
S -2.1765 0.8809 6.9852
O -3.4782 0.5201 7.8016
O -2.2285 -0.0201 5.7044
O -0.8549 0.4155 7.9682
C -0.4888 0.7099 2.1147
C 0.2619 0.6231 3.6118
N 0.8925 0.4177 4.7506
C 0.5169 -0.0756 1.0871
C 0.6183 -1.6943 1.1985
C 1.4511 -2.2925 2.4775
C 2.5526 -3.4419 1.9920
C 0.3780 -2.9609 3.5543
P -2.0574 -0.3512 2.3243
N -2.6266 -0.9965 0.7145
O -3.4583 0.5743 2.8572
H -0.4365 -0.9699 -1.8120
H -2.3083 -1.5832 -1.8412
H -1.3589 -1.2474 -3.4417
H -2.9572 2.8576 1.7476
H -1.8132 3.8970 0.6968
H 0.7138 3.3318 3.3908
H -0.4463 4.4146 2.4063
H -2.0769 4.4991 4.0704
H -2.4389 2.6535 4.0048
H -0.7715 4.3807 6.0535
H -0.0146 2.6812 5.7542
H -3.2806 2.9007 6.0305
H -2.3131 3.3646 7.5888
H -0.9099 -0.6023 8.0314
H 1.6302 0.3187 1.2686
H 0.1521 0.1383 -0.0306
H -0.3747 -2.2996 1.1036
H 1.2607 -2.0294 0.2449
H 2.0558 -1.4655 3.0514
H 3.5525 -2.8777 1.7316
H 2.1560 -4.0969 1.0868
H 2.7675 -4.1387 2.9141
H 0.3399 -2.3377 4.5524
H 0.6794 -4.0909 3.7170
H -0.7365 -2.9771 3.1434
H -2.6383 -2.0346 0.8725
H -3.6573 -0.7500 0.6196
H -4.0231 -0.0262 3.4614
C 5.1931 5.0006 -3.2313
C 4.9769 4.9644 -1.7268
C 3.5296 5.2606 -1.3676
O 5.8244 5.9266 -1.1046
H 4.9610 5.9918 -3.6369
H 6.2417 4.7978 -3.4744
H 4.5665 4.2602 -3.7382
H 5.2585 3.9796 -1.3381
H 3.2384 6.2611 -1.7070
H 3.3915 5.2434 -0.2812
H 2.8530 4.5281 -1.8186
H 5.5816 6.8041 -1.4438
C 4.4458 -3.4797 -2.0095
C 5.6124 -3.7326 -1.0679
C 6.8893 -4.0341 -1.8360
O 5.3024 -4.8328 -0.2167
H 4.2441 -4.3608 -2.6290
H 3.5309 -3.2762 -1.4427
H 4.6469 -2.6285 -2.6675
H 5.7658 -2.8565 -0.4283
H 6.7743 -4.9349 -2.4494
H 7.7175 -4.2262 -1.1455
H 7.1638 -3.1996 -2.4888
H 5.1645 -5.6152 -0.7760
C -7.2950 -1.0301 -3.4045
C -7.1285 -0.4750 -1.9989
C -7.7505 0.9064 -1.8713
O -5.7409 -0.3991 -1.6825
H -6.7985 -0.3881 -4.1409
H -6.8317 -2.0194 -3.4850
H -8.3527 -1.1157 -3.6725
H -7.5925 -1.1558 -1.2770
H -7.2702 1.6171 -2.5532
H -7.6122 1.2985 -0.8580
H -8.8219 0.8790 -2.0932
H -5.3206 0.2033 -2.3185
C -0.1973 -2.7272 -5.7487
C 0.9693 -2.9801 -4.8070
C 2.2462 -3.2816 -5.5752
O 0.6592 -4.0803 -3.9558
H -0.3991 -3.6082 -6.3682
H -1.1123 -2.5237 -5.1819
H 0.0037 -1.8760 -6.4067
H 1.1226 -2.1039 -4.1675
H 2.1312 -4.1823 -6.1886
H 3.0743 -3.4736 -4.8846
H 2.5206 -2.4471 -6.2280
H 0.5213 -4.8627 -4.5152

Output
SMILES = CC(=O)OC(=O)C[C@@](C#N)(CCCCS(=O)(=O)O)[C@](C#N)(CCC(C)C)P(N)O.CC(C)O.CC(C)O.CC(C)O.CC(C)O
spin multiplicity = 1
energy above the lowest of the compared OMol25 structures with the same formula, charge and spin = 13.884 eV
HOMO level = -0.318 Ha
DFT total energy = -78148.39531 eV



# 3
A molecular structure, C65H71INNbO21P in a non-equilibrium geometry. Source: OMol25; level of theory: ωB97M-V/def2-TZVPD.

Atoms and positions in Å:
C -0.1780 -6.5117 1.1730
C -1.2993 -7.4486 0.4317
C -2.5772 -6.5335 -0.1421
C -3.6033 -6.0781 1.0985
O -4.5562 -5.0559 0.7601
Nb -4.6522 -3.4077 2.0896
C -6.9301 -3.6678 1.9578
C -7.8209 -2.4098 1.4888
C -4.7906 -4.9035 3.8095
C -3.4697 -5.1845 4.6800
C -2.3979 -3.1949 2.1409
C -1.6703 -2.7283 3.5129
C -0.3734 -1.6954 3.2893
C 0.5613 -2.0940 2.0026
O 1.5939 -2.9671 2.1014
O 0.2957 -1.5127 0.6677
C 0.1904 -0.0453 0.7228
C 1.6136 0.6215 1.2789
C -4.9335 -1.5771 3.4425
I -5.0724 -1.9275 5.5746
C -3.9071 -0.2983 3.0670
C -4.6812 1.1665 3.1127
P -4.7462 -2.0005 -0.0776
N -5.3275 -0.5060 0.1359
O -3.2283 -1.8569 -0.9141
O -5.7806 -2.8849 -1.2234
H 0.8879 -6.9387 0.8695
H -0.2190 -5.3808 0.8200
H -0.2331 -6.5985 2.3527
H -1.6433 -8.2571 1.2042
H -0.8064 -8.0165 -0.4929
H -3.2125 -7.3107 -0.7890
H -2.1859 -5.6290 -0.7712
H -2.9208 -5.9216 2.0271
H -4.2234 -7.0747 1.3242
H -7.3268 -4.0143 3.0299
H -7.2066 -4.5824 1.2412
H -7.5474 -1.8880 0.4821
H -7.9617 -1.5404 2.2942
H -8.9335 -2.8216 1.3290
H -5.1381 -5.9587 3.3610
H -5.6911 -4.6786 4.5647
H -2.4933 -5.4879 4.1115
H -3.7036 -6.0919 5.4207
H -3.1452 -4.2940 5.4078
H -2.1466 -2.3114 1.3727
H -1.7728 -4.1080 1.7130
H -1.1833 -3.7023 4.0011
H -2.3312 -2.2234 4.3248
H 0.3064 -1.8195 4.2629
H -0.7490 -0.5868 3.3062
H 0.0576 0.3843 -0.3750
H -0.7476 0.3487 1.3281
H 1.8568 1.5651 0.5918
H 2.4430 -0.1832 1.0562
H 1.5687 0.9029 2.4196
H -6.0038 -1.1289 3.1393
H -3.0263 -0.2139 3.8471
H -3.3873 -0.5049 2.0104
H -4.5601 1.7654 2.1028
H -5.8349 1.0418 3.3205
H -4.2269 1.8147 3.9978
H -5.5615 -0.4119 1.1325
H -3.0761 -2.7657 -1.3250
H -6.1614 -3.7000 -0.7825
C 7.5554 -3.3694 0.8311
C 7.1635 -4.2223 1.7826
C 5.7452 -4.6032 1.9330
O 5.3853 -5.3822 2.8049
C 4.7776 -4.0067 0.9909
C 5.1695 -3.1538 0.0394
C 6.5878 -2.7729 -0.1111
O 6.9476 -1.9938 -0.9829
H 8.5915 -3.0790 0.7075
H 7.8611 -4.6690 2.4808
H 3.7414 -4.2971 1.1145
H 4.4718 -2.7071 -0.6589
C 0.9224 4.5051 4.6769
C 0.4577 3.2627 4.8407
C -0.6333 2.7354 3.9976
O -1.0605 1.5990 4.1482
C -1.1895 3.6332 2.9659
C -0.7248 4.8756 2.8020
C 0.3662 5.4028 3.6451
O 0.7935 6.5392 3.4945
H 1.7216 4.9076 5.2872
H 0.8557 2.5917 5.5926
H -1.9886 3.2306 2.3555
H -1.1227 5.5465 2.0502
C 1.8224 8.8736 0.5578
C 1.3577 7.6312 0.7216
C 0.2667 7.1039 -0.1215
O -0.1605 5.9676 0.0291
C -0.2895 8.0017 -1.1532
C 0.1752 9.2441 -1.3171
C 1.2662 9.7714 -0.4740
O 1.6935 10.9077 -0.6246
H 2.6216 9.2761 1.1681
H 1.7557 6.9602 1.4735
H -1.0886 7.5992 -1.7636
H -0.2227 9.9151 -2.0689
C 0.5496 -4.6191 -4.8785
C 0.3338 -3.4841 -5.5504
C -0.0661 -2.2456 -4.8536
O -0.2657 -1.2068 -5.4680
C -0.2166 -2.3095 -3.3863
C -0.0009 -3.4446 -2.7144
C 0.3990 -4.6831 -3.4111
O 0.5986 -5.7219 -2.7967
H 0.8426 -5.5365 -5.3742
H 0.4408 -3.4208 -6.6267
H -0.5097 -1.3922 -2.8906
H -0.1078 -3.5079 -1.6381
C -6.3291 -4.5176 -3.5719
C -5.7536 -4.7469 -4.7562
C -6.1152 -5.9254 -5.5683
O -5.5876 -6.1371 -6.6515
C -7.1380 -6.8394 -5.0220
C -7.7135 -6.6101 -3.8377
C -7.3518 -5.4316 -3.0256
O -7.8795 -5.2199 -1.9425
H -6.0748 -3.6584 -2.9633
H -5.0023 -4.0856 -5.1710
H -7.3923 -7.6986 -5.6306
H -8.4648 -7.2714 -3.4230
C 4.1347 -1.7050 -7.5095
C 5.4588 -1.5236 -7.5246
C 6.3883 -2.6689 -7.5836
O 7.6004 -2.5038 -7.5954
C 5.7982 -4.0216 -7.6269
C 4.4742 -4.2030 -7.6118
C 3.5446 -3.0577 -7.5528
O 2.3326 -3.2227 -7.5410
H 3.4390 -0.8759 -7.4657
H 5.9070 -0.5377 -7.4940
H 6.4939 -4.8506 -7.6707
H 4.0259 -5.1889 -7.6423
C 4.7347 9.3118 -1.8971
C 6.0588 9.4932 -1.9122
C 6.9883 8.3479 -1.9712
O 8.2004 8.5129 -1.9830
C 6.3982 6.9952 -2.0145
C 5.0742 6.8138 -1.9994
C 4.1446 7.9591 -1.9404
O 2.9326 7.7940 -1.9286
H 4.0390 10.1408 -1.8533
H 6.5070 10.4791 -1.8816
H 7.0939 6.1661 -2.0583
H 4.6259 5.8279 -2.0299
C 4.5505 11.9177 2.4618
C 4.8091 12.1135 3.7584
C 5.8438 11.3286 4.4601
O 6.0798 11.5057 5.6473
C 6.5825 10.3208 3.6736
C 6.3239 10.1251 2.3771
C 5.2891 10.9099 1.6753
O 5.0531 10.7328 0.4881
H 3.7944 12.4843 1.9321
H 4.2765 12.8493 4.3488
H 7.3386 9.7543 4.2033
H 6.8564 9.3892 1.7866

Output
total charge = -1
spin multiplicity = 1
HOMO level = -0.195 Ha
DFT total energy = -131965.52580 eV